Entry 1:
Formula: C25H61O17S6
Source: OMol25
Level of theory: wB97M-V/def2-TZVPD

ORCA input file:
```
! RIJCOSX wB97M-V def2-TZVPD def2/J DEFGRID3
* xyz 1 1
C 3.515 2.092 1.287
C 2.979 1.215 0.051
O 2.930 -0.027 0.054
O 2.555 1.979 -1.088
C 1.093 1.799 -1.156
C 0.461 2.971 -2.030
C -0.946 3.509 -1.515
C -1.046 3.755 0.062
C -2.587 4.203 0.356
C -3.331 2.912 0.970
C -3.863 1.883 -0.126
C -4.464 0.598 0.657
S -4.675 -0.888 -0.484
H 2.643 2.510 1.897
H 4.115 2.988 0.897
H 4.167 1.447 1.978
H 0.679 1.703 -0.102
H 0.937 0.795 -1.674
H 0.278 2.531 -3.077
H 1.255 3.776 -2.179
H -1.098 4.542 -2.004
H -1.843 2.887 -1.850
H -0.893 2.818 0.699
H -0.374 4.595 0.443
H -2.565 5.040 1.123
H -3.081 4.504 -0.627
H -4.260 3.260 1.560
H -2.688 2.337 1.709
H -3.071 1.475 -0.831
H -4.723 2.312 -0.738
H -3.810 0.333 1.547
H -5.512 0.793 1.074
H -4.230 -2.038 0.172
H -3.919 -0.711 -1.642
O -0.878 -0.110 3.171
S -0.501 -1.236 2.353
O -1.312 -1.664 1.236
O -0.213 -2.508 3.306
C -1.213 -2.924 4.241
C -2.329 -3.701 3.568
C 1.164 -1.007 1.797
H -1.606 -2.067 4.794
H -0.712 -3.572 4.964
H -2.913 -3.056 2.909
H -3.005 -4.125 4.311
H -1.922 -4.508 2.953
H 1.786 -0.737 2.650
H 1.165 -0.206 1.065
H 1.512 -1.930 1.338
O 6.628 0.761 3.517
S 7.504 0.085 2.594
O 8.054 -1.211 2.878
O 8.707 1.084 2.187
C 9.481 1.680 3.230
C 10.489 0.703 3.806
C 6.721 0.025 1.007
H 8.831 2.084 4.011
H 10.013 2.523 2.784
H 9.989 -0.105 4.345
H 11.160 1.209 4.503
H 11.081 0.244 3.011
H 6.349 1.018 0.759
H 5.892 -0.681 1.067
H 7.446 -0.315 0.269
O 1.414 2.719 -7.257
S 1.669 3.817 -6.364
O 0.787 4.126 -5.269
O 1.907 5.158 -7.234
C 0.912 5.537 -8.187
C -0.285 6.187 -7.517
C 3.317 3.670 -5.735
H 0.608 4.679 -8.792
H 1.380 6.257 -8.861
H -0.834 5.466 -6.909
H -0.971 6.592 -8.264
H 0.035 6.993 -6.853
H 3.997 3.491 -6.566
H 3.337 2.827 -5.045
H 3.577 4.588 -5.210
O 0.929 -3.250 -0.318
S -0.072 -4.073 -0.941
O -0.643 -5.210 -0.274
O 0.459 -4.533 -2.395
C 1.732 -5.179 -2.482
C 1.652 -6.632 -2.053
C -1.389 -3.037 -1.511
H 2.482 -4.635 -1.902
H 2.037 -5.130 -3.530
H 1.443 -6.715 -0.985
H 2.595 -7.144 -2.254
H 0.847 -7.148 -2.582
H -0.966 -2.200 -2.065
H -1.928 -2.674 -0.637
H -2.053 -3.627 -2.142
O -5.314 -3.279 3.961
S -6.602 -2.640 3.907
O -7.461 -2.564 5.054
O -7.439 -3.252 2.666
C -7.606 -4.672 2.591
C -8.674 -5.161 3.552
C -6.400 -1.009 3.249
H -6.655 -5.183 2.764
H -7.913 -4.899 1.568
H -8.356 -5.037 4.589
H -8.884 -6.219 3.386
H -9.597 -4.591 3.426
H -5.794 -1.066 2.347
H -5.896 -0.405 4.003
H -7.383 -0.592 3.033
*
```

Its orbital gap is 8.53 eV. For the HOMO energy, the calculation gives -12.19 eV. The lowest unoccupied orbital energy is -3.66 eV.



Entry 2:
Formula: C4H8O3
Source: OMol25
Level of theory: wB97M-V/def2-TZVPD

ORCA input file:
```
! RIJCOSX wB97M-V def2-TZVPD def2/J DEFGRID3
* xyz 0 1
C -0.109 0.753 -0.237
C -1.654 -1.187 -0.832
C 0.918 0.301 0.690
C 1.246 -0.698 1.476
O -0.316 -0.766 -0.731
O 0.275 1.507 -1.314
O 1.292 1.749 1.158
H 1.019 1.072 -1.754
H 1.528 2.297 0.394
H -1.019 1.161 0.207
H -2.300 -0.780 -0.041
H -1.675 -2.276 -0.735
H -2.064 -0.889 -1.803
H 0.865 -1.686 1.282
H 1.993 -0.560 2.240
*
```

Its orbital gap is 10.45 eV. For the HOMO energy, the calculation gives -9.79 eV. The structure (SMILES) is C=C(O)[C@@H](O)OC. The lowest unoccupied orbital energy is 0.66 eV. For the energy above the lowest of the compared OMol25 structures with the same formula, charge and spin, the calculation gives 375.4 kJ/mol.



Entry 3:
Formula: C22H30N4
Source: OMol25
Level of theory: wB97M-V/def2-TZVPD

ORCA input file:
```
! RIJCOSX wB97M-V def2-TZVPD def2/J DEFGRID3
* xyz 0 1
C -6.051 -0.824 -1.445
H -6.706 -0.829 -0.578
H -5.744 0.202 -1.633
H -6.610 -1.185 -2.305
C -4.828 -1.713 -1.206
N -4.005 -1.276 -0.101
C -3.310 -0.088 -0.167
C -3.071 0.552 -1.392
C -2.331 1.713 -1.464
C -1.800 2.308 -0.329
C -2.045 1.691 0.889
C -2.781 0.528 0.975
H -2.942 0.107 1.955
H -1.655 2.126 1.800
C -0.967 3.565 -0.415
N 0.249 3.519 0.371
C 1.165 2.493 0.206
C 1.240 1.740 -0.956
C 2.234 0.776 -1.050
N 2.484 -0.076 -2.095
C 3.497 -0.785 -1.712
N 3.974 -0.487 -0.468
C 3.164 0.538 -0.006
C 3.081 1.300 1.153
C 2.091 2.253 1.237
H 2.020 2.849 2.138
H 3.749 1.180 1.989
C 5.106 -1.202 0.115
C 5.456 -0.686 1.508
H 4.624 -0.824 2.192
H 6.306 -1.247 1.891
H 5.732 0.365 1.473
C 6.325 -1.014 -0.799
H 7.192 -1.511 -0.370
H 6.550 0.045 -0.907
H 6.147 -1.428 -1.787
C 4.739 -2.689 0.221
H 4.545 -3.119 -0.758
H 5.553 -3.242 0.683
H 3.846 -2.811 0.830
H 3.931 -1.552 -2.325
H 0.557 1.869 -1.776
H 0.127 3.789 1.337
H -0.699 3.756 -1.459
H -1.546 4.425 -0.061
H -2.161 2.165 -2.432
H -3.444 0.134 -2.313
C -4.123 -2.006 1.138
C -5.295 -1.561 2.019
H -5.249 -0.491 2.201
H -6.243 -1.788 1.538
H -5.261 -2.082 2.973
H -4.244 -3.067 0.894
H -3.186 -1.911 1.691
H -4.225 -1.760 -2.119
H -5.163 -2.731 -0.990
*
```

Its orbital gap is 7.92 eV. For the HOMO energy, the calculation gives -7.16 eV. The structure (SMILES) is CCN(CC)c1ccc(CNc2ccc3c(c2)ncn3C(C)(C)C)cc1. The lowest unoccupied orbital energy is 0.77 eV. For the energy above the lowest of the compared OMol25 structures with the same formula, charge and spin, the calculation gives 8.1 kJ/mol.